# C2H8BN

2 unconnected molecules or ions with the total composition C2H8BN (ωB97M-V with the def2-TZVPD basis set, OMol25).

Last column: Mulliken charge in e.
Geometry (Å):
B1 -1.1238 -0.2704 -0.5791  0.25
C1 2.0438 0.5246 -0.0722  -0.95
C2 -0.2385 -1.2568 0.1586  -0.75
N1 -1.9985 0.5313 0.1606  -0.38
H1 -1.1343 -0.1851 -1.7489  -0.12
H2 1.5240 1.3990 0.2530  0.31
H3 2.5996 -0.0540 0.6320  0.33
H4 2.1667 0.3556 -1.1187  0.33
H5 0.3660 -1.9984 -0.3384  0.34
H6 -0.1915 -1.3197 1.2349  0.27
H7 -2.6441 1.1851 -0.2458  0.18
H8 -2.0535 0.4893 1.1643  0.19

Results
* E_HOMO (spin up / spin down): -8.51 / -8.68 eV
* Kohn-Sham gap (spin up / spin down): 8.89 / 8.49 eV
* 2S+1: 1